[1]
Density functional theory data (ωB97M-V/def2-TZVPD) for a structure of composition C3H11N3.

Output
* Kohn-Sham gap: 9.641 eV
* LUMO energy: 0.8 eV
* charge: 0
* largest force on an atom: 0.0780 hartree/bohr

Element x y z (Å)
C -1.797 1.190 0.075
C -1.838 -0.318 0.020
N -0.583 -0.906 -0.028
N -2.973 -0.899 -0.021
H 0.712 -0.183 -0.685
H -0.589 -1.920 0.024
H -2.882 -1.916 -0.051
H -1.249 1.591 -0.780
H -1.293 1.525 0.985
H -2.810 1.583 0.061
C 1.794 0.384 -0.202
N 2.842 -0.609 -0.026
H 2.703 -1.147 0.820
H 3.762 -0.189 0.016
H 1.714 1.165 0.571
H 1.970 0.936 -1.132
H 0.518 -0.287 0.352

[2]
Density functional theory data (ωB97M-V/def2-TZVPD) for a cluster of 2 separate species, C3H11N3 in total.

Output
* Kohn-Sham gap: 8.238 eV
* LUMO energy: 0.9 eV
* charge: 0
* largest force on an atom: 0.0186 hartree/bohr

Element x y z (Å)
C -2.023 -0.174 0.535
C -0.577 -1.800 -0.366
C -0.137 1.741 -0.317
N 3.012 -0.543 0.175
N -0.768 -0.523 -0.151
N 0.098 0.348 -0.542
H -2.858 -0.284 -0.158
H -2.169 -0.844 1.380
H -1.996 0.850 0.896
H -1.304 -2.509 -0.027
H 0.320 -2.113 -0.858
H 3.233 0.068 0.955
H -1.044 2.112 -0.812
H -0.187 2.008 0.748
H 0.717 2.262 -0.748
H 3.621 -0.278 -0.593
H 2.061 -0.320 -0.117

[3]
Density functional theory data (ωB97M-V/def2-TZVPD) for a cluster of 2 separate species, C3H11N3O in total.

Output
* Kohn-Sham gap (spin up / spin down): 8.755 / 8.214 eV
* LUMO energy (spin up / spin down): 1.0 / 0.7 eV
* charge: 0
* largest force on an atom: 0.0439 hartree/bohr

Element x y z (Å)
C -1.636 -0.971 -0.584
C -0.310 -1.126 1.599
C -0.521 -0.381 0.279
O -1.406 1.649 -0.338
N -0.524 1.001 0.527
H -1.334 2.571 -0.063
H -2.605 -0.809 -0.107
H -1.479 -2.044 -0.697
H -1.662 -0.511 -1.569
H 0.002 -2.154 1.406
H -1.233 -1.140 2.183
H 0.461 -0.643 2.201
N 2.615 1.217 -1.218
N 1.464 0.933 -0.567
H 2.504 1.389 -2.205
H 3.490 0.806 -0.909
H 1.707 0.721 0.401
H 0.465 -0.508 -0.338